A cluster of 2 separate species, C18H17FNO7S2 in total at a distorted geometry, computed with wB97M-V/def2-TZVPD.

As for the multiplicity: 1. Its net charge is -1. The calculation puts the HOMO-LUMO gap at 5.92 eV. The value obtained for the calculated total energy is -2173.76607 Ha. The calculation puts the HOMO energy at -3.56 eV.

Atoms and positions in Å:
C  0.808  -4.731  5.363
C  0.170  -4.234  4.097
C  0.957  -4.031  2.956
C  0.398  -3.513  1.787
C  -0.956  -3.174  1.765
S  -1.702  -2.538  0.271
N  -1.192  -0.759  0.173
C  -1.748  -0.039  -0.646
O  -2.428  0.508  -1.443
O  -1.099  -3.179  -0.860
O  -3.124  -2.516  0.468
C  -1.768  -3.428  2.875
C  -1.201  -3.956  4.035
H  0.070  -4.809  6.164
H  1.272  -5.714  5.221
H  1.600  -4.046  5.688
H  2.022  -4.281  2.992
H  1.006  -3.361  0.899
H  -2.830  -3.210  2.825
H  -1.829  -4.151  4.910
C  -0.672  5.914  1.010
C  -0.237  4.523  1.380
O  -0.450  3.655  0.250
C  0.032  2.391  0.425
C  0.001  1.658  -0.913
F  0.938  0.698  -0.952
S  0.213  2.817  -2.323
C  0.722  1.725  -3.651
C  1.933  1.931  -4.318
C  2.353  0.977  -5.249
C  1.573  -0.158  -5.489
C  0.361  -0.338  -4.813
C  -0.076  0.618  -3.897
O  -1.082  3.372  -2.625
O  1.370  3.639  -2.039
O  0.468  1.944  1.462
H  -0.509  6.579  1.860
H  -0.088  6.298  0.170
H  -1.735  5.943  0.761
H  0.826  4.503  1.635
H  -0.805  4.146  2.236
H  2.533  2.811  -4.094
H  3.291  1.131  -5.786
H  1.901  -0.901  -6.222
H  -0.265  -1.212  -4.993
H  -1.021  0.501  -3.365

---

The molecule C18H17N3O4S at a distorted geometry, computed with wB97M-V/def2-TZVPD.

As for the multiplicity: 1. Its net charge is 0. The calculation puts the HOMO-LUMO gap at 8.38 eV. As for the energy relative to the best compared isomer or geometry (same formula, charge and spin): 199.36 kJ/mol. The value obtained for the calculated total energy is -1559.52248 Ha. The calculation puts the HOMO energy at -8.01 eV.

Atoms and positions in Å:
C  2.235  -0.322  4.033
C  3.193  -0.190  2.847
C  2.432  0.024  1.576
C  2.113  1.275  1.109
C  1.336  1.446  -0.054
C  0.943  2.720  -0.529
C  0.168  2.758  -1.644
C  -0.229  1.584  -2.330
C  0.144  0.344  -1.921
C  0.933  0.271  -0.748
N  1.264  -0.943  -0.286
C  1.944  -1.064  0.821
S  2.162  -2.721  1.380
C  1.304  -3.593  0.037
C  0.022  -2.917  -0.429
O  -0.318  -2.946  -1.586
N  -0.780  -2.473  0.598
C  -1.780  -1.545  0.410
C  -2.519  -1.265  -0.769
C  -3.334  -0.237  -0.395
C  -4.354  0.543  -1.137
O  -3.112  0.063  0.896
N  -2.142  -0.750  1.391
O  -1.006  1.937  -3.395
C  -1.078  3.345  -3.388
O  -0.352  3.845  -2.288
H  1.617  0.568  4.123
H  2.795  -0.455  4.954
H  1.584  -1.182  3.898
H  3.864  0.655  3.016
H  3.791  -1.100  2.766
H  2.447  2.151  1.648
H  1.242  3.617  -0.012
H  -0.142  -0.561  -2.427
H  1.976  -3.680  -0.816
H  1.081  -4.587  0.429
H  -0.392  -2.468  1.534
H  -2.432  -1.753  -1.714
H  -4.570  1.463  -0.600
H  -5.275  -0.031  -1.230
H  -3.991  0.773  -2.135
H  -0.652  3.742  -4.323
H  -2.131  3.660  -3.308

---

A structure of composition C18H17N5O5RuS2 at a distorted geometry, computed with wB97M-V/def2-TZVPD.

As for the multiplicity: 5. Its net charge is +2. The calculation puts the HOMO-LUMO gap (alpha / beta) at 8.79 / 5.32 eV. As for the energy relative to the best compared isomer or geometry (same formula, charge and spin): 92.53 kJ/mol. The value obtained for the calculated total energy is -2236.76539 Ha. As for the expectation value of S²: 6.02. The calculation puts the HOMO energy (alpha / beta) at -13.75 / -14.20 eV.

Atoms and positions in Å:
Ru  -1.832  -5.702  -0.282
C  -0.361  -1.930  -0.863
C  -1.774  -2.368  -0.638
N  -2.265  -3.623  -0.477
C  -3.621  -3.453  -0.272
C  -4.010  -2.143  -0.145
N  -2.806  -1.499  -0.478
C  -5.182  -1.224  0.106
O  -6.303  -1.763  0.179
O  -4.978  -0.005  0.165
C  -4.423  -4.679  -0.044
O  -5.539  -4.694  0.205
O  -3.744  -5.822  -0.100
H  0.071  -2.254  -1.779
H  0.431  -2.454  -0.178
H  -0.348  -0.842  -0.865
H  -2.794  -0.463  -0.443
H  -6.328  -2.757  0.139
O  0.136  -5.516  -0.451
N  0.971  -6.552  -0.413
C  2.324  -6.367  -0.683
C  3.197  -7.445  -0.657
C  2.637  -8.659  -0.272
C  1.316  -8.809  -0.085
C  0.424  -7.747  -0.129
S  -1.332  -7.737  0.137
H  2.709  -5.396  -0.925
H  4.263  -7.259  -0.861
H  3.348  -9.458  -0.179
H  0.860  -9.787  0.123
N  5.296  7.058  0.534
C  4.036  6.758  0.272
S  3.318  5.224  0.406
N  3.227  7.807  -0.115
C  1.880  7.892  0.307
C  1.567  8.484  1.565
C  0.248  8.571  1.861
C  -0.864  8.217  1.064
C  -0.475  7.776  -0.187
C  0.903  7.528  -0.519
H  5.967  6.320  0.509
H  5.503  8.015  0.427
H  3.800  8.665  -0.148
H  2.352  8.638  2.283
H  0.109  8.797  2.923
H  -1.906  8.236  1.342
H  -1.191  7.429  -0.947
H  1.182  6.995  -1.410

---

The molecule C18H17NO4 at a distorted geometry, computed with wB97M-V/def2-TZVPD.

As for the multiplicity: 1. Its net charge is 0. The calculation puts the HOMO-LUMO gap at 7.58 eV. As for the energy relative to the best compared isomer or geometry (same formula, charge and spin): 541.03 kJ/mol. The value obtained for the calculated total energy is -1051.67283 Ha. The calculation puts the HOMO energy at -8.05 eV.

Atoms and positions in Å:
C  3.353  -3.391  3.841
O  2.731  -2.045  3.757
C  2.063  -1.623  2.636
C  1.706  -0.299  2.525
C  1.150  0.304  1.452
O  1.246  1.657  1.472
C  0.603  2.275  2.655
C  0.767  -0.463  0.357
C  0.271  0.181  -0.885
C  -0.833  1.054  -1.173
C  -1.646  1.812  -0.245
O  -1.798  1.845  1.045
N  -2.549  2.481  -0.877
C  -2.295  2.152  -2.215
C  -3.010  2.766  -3.313
C  -2.708  2.473  -4.636
C  -1.626  1.597  -4.872
C  -0.835  1.036  -3.866
C  -1.225  1.330  -2.546
C  0.998  -1.866  0.427
O  0.624  -2.677  -0.619
C  -0.788  -2.819  -0.667
C  1.655  -2.422  1.530
H  2.536  -4.258  3.811
H  3.915  -3.580  4.785
H  3.988  -3.533  2.948
H  2.047  0.299  3.364
H  -0.348  1.769  3.012
H  1.309  2.224  3.442
H  0.242  3.235  2.471
H  0.735  -0.192  -1.790
H  -2.617  2.346  1.022
H  -3.764  3.535  -3.144
H  -3.302  3.065  -5.385
H  -1.334  1.457  -5.895
H  0.039  0.410  -3.957
H  -0.813  -3.904  -0.595
H  -1.035  -2.450  -1.651
H  -1.342  -2.338  0.236
H  1.889  -3.443  1.541

---

A structure of composition C18H18AlN6S3Te at a distorted geometry, computed with wB97M-V/def2-TZVPD.

As for the multiplicity: 1. Its net charge is +3. The calculation puts the HOMO-LUMO gap at 4.98 eV. As for the energy relative to the best compared isomer or geometry (same formula, charge and spin): 197.33 kJ/mol. The value obtained for the calculated total energy is -2729.40733 Ha. The calculation puts the HOMO energy at -15.87 eV.

Atoms and positions in Å:
Al  -0.325  1.479  0.216
N  2.689  0.003  1.349
C  2.728  1.227  0.796
N  1.634  1.795  0.277
C  1.974  3.047  -0.295
C  3.355  3.313  -0.209
S  4.229  2.036  0.479
C  0.879  3.832  -0.782
C  1.008  5.146  -1.059
S  -0.473  5.868  -1.533
C  -1.208  4.254  -1.416
N  -0.392  3.285  -0.949
N  -2.509  4.119  -1.753
H  1.806  -0.503  1.246
H  3.512  -0.527  1.614
H  3.824  4.265  -0.397
H  1.833  5.738  -0.707
H  -3.069  4.981  -1.976
H  -2.900  3.176  -1.867
S  -1.189  2.212  2.241
C  -2.606  1.808  1.231
N  -3.868  1.894  1.603
C  -4.952  1.501  0.740
C  -4.666  1.025  -0.511
C  -3.305  0.813  -0.804
N  -2.348  1.259  0.028
H  -4.115  2.292  2.506
H  -5.980  1.714  1.142
H  -5.434  0.753  -1.253
H  -2.949  0.335  -1.703
C  0.270  -2.887  -1.228
Te  -0.549  -1.527  0.328
C  0.694  -2.983  1.708
C  1.304  -4.022  0.875
C  2.158  -5.000  1.395
C  2.592  -6.072  0.612
C  2.400  -5.977  -0.810
C  1.634  -4.950  -1.320
C  1.028  -3.957  -0.549
H  0.882  -2.283  -1.902
H  -0.690  -3.234  -1.671
H  -0.083  -3.413  2.390
H  1.356  -2.397  2.320
H  2.443  -4.976  2.476
H  3.167  -6.883  1.022
H  2.866  -6.593  -1.532
H  1.345  -4.986  -2.368